No. 1
The following is a quantum chemistry calculation of a structure of composition C56H61ClN4O2SSbTi, from the Open Molecules 2025 dataset.

```
127
Properties=species:S:1:pos:R:3
Ti -0.01287 -1.92149 -0.05162
C 2.12391 -0.61866 -5.70533
C 1.61218 -2.04560 -5.45755
C 0.67750 -2.07410 -4.29048
C -0.68716 -1.95660 -4.28996
C -1.60674 -1.79902 -5.45801
C -1.98895 -0.32782 -5.67369
C -1.09344 -1.91940 -2.91221
N -0.00366 -2.01049 -2.10076
C 1.08339 -2.10892 -2.91138
C 2.40485 -2.17570 -2.46947
C 2.83023 -2.11527 -1.15754
C 4.22061 -2.04988 -0.75688
C 5.38063 -2.04948 -1.70043
C 5.62274 -0.65553 -2.29510
C 4.23397 -1.90239 0.59611
C 2.85224 -1.87966 1.02539
C 2.43963 -1.70530 2.33313
C 1.11778 -1.60649 2.76800
N 0.02094 -1.60889 1.95088
C -1.07126 -1.51716 2.76870
C -2.39592 -1.50652 2.34263
C -2.83515 -1.59283 1.03411
N -2.02117 -1.68504 -0.05935
C -2.83582 -1.70817 -1.16047
C -2.40932 -1.78809 -2.47157
C -4.21906 -1.62412 -0.74465
C -4.21889 -1.56049 0.61504
C -5.38401 -1.46345 1.54626
C -5.63622 -0.02025 2.00147
C -5.38213 -1.58047 -1.68190
C -5.61148 -0.16564 -2.23194
C -0.65744 -1.45761 4.13944
C 0.71103 -1.51676 4.14048
C 1.63885 -1.43389 5.31044
C 2.14772 0.00030 5.50900
C -1.57839 -1.38191 5.31344
C -2.08576 0.04761 5.54474
N 2.02511 -2.02490 -0.05370
C 5.41104 -1.74139 1.50419
C 5.67621 -0.26615 1.83320
H 2.84947 -0.59029 -6.52065
H 2.59633 -0.22740 -4.80369
H 1.29270 0.03934 -5.95862
H 2.46096 -2.70819 -5.27474
H 1.10077 -2.40773 -6.35169
H -2.51181 -2.38949 -5.29476
H -1.12569 -2.18175 -6.36051
H -2.46531 0.08580 -4.78447
H -2.67322 -0.21996 -6.51744
H -1.09795 0.26840 -5.87159
H 3.17153 -2.23941 -3.22912
H 5.20030 -2.76526 -2.50556
H 6.27860 -2.37550 -1.17146
H 4.72825 -0.29317 -2.80247
H 6.44463 -0.68302 -3.01274
H 5.86748 0.05537 -1.50603
H 3.21226 -1.62904 3.08603
H -3.14883 -1.43280 3.11541
H -3.17242 -1.75398 -3.23724
H -5.20240 -2.09100 2.42235
H -6.27846 -1.85077 1.05393
H -4.74672 0.39551 2.47546
H -6.46077 0.02283 2.71558
H -5.88733 0.60900 1.14732
H -6.28645 -1.91641 -1.17025
H -5.20582 -2.26370 -2.51586
H -5.84447 0.52429 -1.42091
H -6.43736 -0.15829 -2.94543
H -4.71730 0.20116 -2.73713
H 2.48969 -2.10283 5.15886
H 1.12155 -1.76314 6.21382
H 2.66151 0.33679 4.60921
H 2.83663 0.06070 6.35398
H 1.31062 0.67432 5.68755
H -1.05917 -1.72960 6.20861
H -2.42280 -2.05689 5.15048
H -1.24495 0.71955 5.71953
H -2.75456 0.09581 6.40623
H -2.62050 0.41090 4.66669
H 6.29452 -2.17458 1.03091
H 5.23640 -2.29451 2.43036
H 5.95122 0.28235 0.93248
H 6.48976 -0.17689 2.55550
H 4.78554 0.20249 2.25271
S 0.39793 0.48716 -0.39200
Sb -0.95927 2.29309 0.30253
C -1.97450 2.93940 -1.74787
C -2.96841 3.90888 -1.73842
C -3.44191 4.45867 -2.92655
C -2.91677 4.03518 -4.13979
C -1.93084 3.05712 -4.16250
C -1.46147 2.51300 -2.97026
C -0.14463 2.82013 2.48851
C -0.83662 3.79209 3.19912
C -0.28154 4.37979 4.33189
C 0.98333 3.99737 4.75626
C 1.68072 3.01965 4.05873
C 1.11645 2.43134 2.93008
C 0.49926 3.82819 -0.26124
C 1.76157 3.47494 -0.73021
C 2.68585 4.44261 -1.10248
C 2.35709 5.78678 -1.01035
C 1.10488 6.15269 -0.53828
C 0.18721 5.18009 -0.16657
H -3.38459 4.24797 -0.78947
H -4.21781 5.21841 -2.90783
H -3.27321 4.46992 -5.06694
H -1.52500 2.72322 -5.11347
H -0.68661 1.74859 -2.98675
H -1.82661 4.10031 2.86167
H -0.82914 5.14332 4.87658
H 1.42735 4.46406 5.62848
H 2.67112 2.72642 4.39562
H 1.65980 1.66326 2.38215
H 2.01602 2.42506 -0.80728
H 3.66291 4.14684 -1.46895
H 3.06967 6.54788 -1.30667
H 0.84430 7.20251 -0.46436
H -0.78675 5.48819 0.20131
Cl -0.82382 -5.01504 2.66393
C 0.71033 -5.20413 1.78854
C 0.54446 -4.87648 0.28778
O 1.04153 -5.64135 -0.50888
O -0.13040 -3.80706 -0.02730
H 1.02466 -6.23445 1.90873
H 1.44131 -4.52700 2.22925
```

Calculated values
Charge = -1
LUMO (alpha / beta) = 0.57 / 0.58 eV
Spin multiplicity = 1
Orbital gap (alpha / beta) = 3.113 / 3.164 eV
HOMO level (alpha / beta) = -0.0936 / -0.0949 Ha

***

No. 2
The following is a quantum chemistry calculation of a structure of composition C56H61GeNO6P2SSe2Y, from the Open Molecules 2025 dataset.

```
131
Properties=species:S:1:pos:R:3
Y -0.28892 -0.08991 0.03419
O 0.67928 -0.56011 2.39656
C 0.69481 -0.91770 3.78536
C -0.69847 -1.10574 4.37383
C -0.54073 -1.00354 5.90549
O 0.42860 -1.89060 6.41541
C -1.62292 0.03654 3.94668
Se -2.48755 -0.30084 2.22107
C -1.32277 -2.45909 4.03481
Se -1.83152 -2.57327 2.15502
H 1.60178 -0.69388 2.07802
H 1.18955 -0.11472 4.33991
H 1.28360 -1.82833 3.91381
H -1.51563 -1.15236 6.38122
H -0.19611 0.00193 6.15808
H 0.02227 -2.74226 6.60775
H -1.06802 0.97306 3.86545
H -2.43714 0.16853 4.66021
H -2.21299 -2.63644 4.64026
H -0.61043 -3.26942 4.20064
O -1.08428 3.56651 -0.28157
C -2.33347 4.02513 -0.65116
C -2.77770 5.30564 -0.33660
C -4.01770 5.72907 -0.78151
C -4.82479 4.88406 -1.53368
C -4.40964 3.58579 -1.75787
C -3.17440 3.12566 -1.29680
P -2.86393 1.32875 -1.24046
C -4.26751 0.84056 -0.16557
C -4.78832 1.73635 0.76804
C -5.76180 1.33293 1.67145
C -6.23768 0.03127 1.65366
C -5.72569 -0.86905 0.73112
C -4.74303 -0.47232 -0.16312
C -3.34245 0.78539 -2.91403
C -4.60861 0.32127 -3.26615
C -4.87941 -0.03828 -4.57913
C -3.89824 0.07799 -5.55202
C -2.64087 0.55519 -5.21201
C -2.36310 0.89757 -3.89915
C -0.01402 4.43666 -0.25005
C 0.03024 5.60522 -1.00561
C 1.11411 6.45600 -0.89130
C 2.16661 6.15168 -0.03616
C 2.15289 4.94595 0.63381
C 1.07960 4.05907 0.51997
P 1.33228 2.32399 1.04098
C 2.77951 1.99583 -0.02771
C 4.12108 2.13093 0.30695
C 5.10162 1.93111 -0.65677
C 4.75337 1.61256 -1.96048
C 3.41494 1.49168 -2.30981
C 2.44119 1.67634 -1.34464
C 1.89681 2.45482 2.76100
C 2.88149 1.61938 3.28476
C 3.22374 1.69837 4.62782
C 2.57213 2.59379 5.46316
C 1.57674 3.41558 4.95152
C 1.24360 3.35080 3.60708
H -2.15222 5.97253 0.23799
H -4.34994 6.72965 -0.54291
H -5.78008 5.22445 -1.90617
H -5.06106 2.89289 -2.27677
H -4.44100 2.76123 0.79967
H -6.15258 2.04527 2.38433
H -7.00216 -0.27958 2.35177
H -6.08631 -1.88810 0.70812
H -4.33755 -1.19701 -0.85393
H -5.39609 0.25507 -2.52916
H -5.86505 -0.39868 -4.84085
H -4.11242 -0.20148 -6.57486
H -1.86501 0.63333 -5.95862
H -1.36756 1.24109 -3.64019
H -0.77794 5.85104 -1.67640
H 1.13517 7.36299 -1.47865
H 3.00335 6.82595 0.06820
H 3.00576 4.65923 1.23699
H 4.41485 2.40295 1.31198
H 6.14366 2.02895 -0.38471
H 5.52263 1.45505 -2.70303
H 3.13116 1.24073 -3.32224
H 1.39298 1.60625 -1.64297
H 3.37657 0.89197 2.65311
H 3.99655 1.05236 5.02018
H 2.84080 2.65317 6.50799
H 1.06717 4.11790 5.59619
H 0.48228 4.01276 3.21157
C 1.64450 -6.54788 0.20878
C 0.46270 -5.58767 0.15963
C 0.84364 -4.17282 -0.27231
C 1.77242 -3.44247 0.69559
Ge 2.17959 -1.59202 0.05443
C 3.70404 -1.85527 -1.17778
C 5.04713 -1.90485 -0.45805
C 6.22312 -2.14656 -1.39720
C 7.56116 -2.15765 -0.67187
H 1.32252 -7.56134 0.44526
H 2.37286 -6.24933 0.96188
H 2.15761 -6.57704 -0.75361
H -0.01287 -5.54084 1.14626
H -0.29318 -5.97960 -0.52627
H -0.08146 -3.59088 -0.38260
H 1.29753 -4.20872 -1.27140
H 2.71400 -3.98391 0.81735
H 1.30188 -3.39238 1.68448
H 2.96326 -1.01515 1.34450
H 3.71650 -1.08029 -1.94479
H 3.50997 -2.79766 -1.70270
H 5.03499 -2.68629 0.30996
H 5.21029 -0.96373 0.08019
H 6.22497 -1.37021 -2.16905
H 6.07471 -3.09407 -1.92333
H 7.73854 -1.20558 -0.16796
H 8.39150 -2.33220 -1.35465
H 7.58584 -2.93964 0.08865
O 1.45220 -2.30697 -3.30024
S 0.22766 -1.62129 -3.57478
O 0.22704 -0.58385 -4.55961
N -0.42311 -1.05771 -2.15744
C -1.46264 -1.78267 -1.76651
O -1.96448 -1.55727 -0.62688
C -1.91228 -2.79924 -2.73448
C -2.98538 -3.66655 -2.65339
C -3.20589 -4.52057 -3.72631
C -2.36855 -4.50177 -4.83910
C -1.28176 -3.63459 -4.91216
C -1.08166 -2.79103 -3.84268
H -3.62464 -3.67519 -1.78091
H -4.03597 -5.21115 -3.69999
H -2.56241 -5.17936 -5.65903
H -0.62389 -3.62778 -5.76822
```

Calculated values
Charge = +1
LUMO = -2.52 eV
Spin multiplicity = 1
Orbital gap = 6.932 eV
HOMO level = -0.3474 Ha

***

Asked for E across the records above, the calculation gives -4488.32369; -10675.65334 Ha in order.
Asked for ΔE to the lowest compared entry with this formula, charge and spin across the records above, the calculation gives 33.2; 16.2 kcal per mole in order.